one) # C5H10

A single C5H10 molecule (the ωB97M-V functional and the def2-TZVPD basis, the OMol25 dataset).

- SMILES string = CC1CCC1
- HOMO (Ha) = -0.30717

CARTESIAN COORDINATES (ANGSTROEM)
H1 -2.259 -0.502 -0.950
H2 -0.152 0.802 -1.544
H3 -2.278 0.292 0.640
C1 1.891 -0.022 0.272
H4 2.457 0.914 0.305
H5 0.089 1.035 1.112
C2 -0.529 -0.999 0.407
H6 2.346 -0.710 0.994
C3 -0.617 0.985 -0.575
C4 0.473 0.075 0.607
H7 -0.783 -1.597 1.285
H8 -0.935 2.038 -0.526
C5 -1.628 -0.082 -0.159
H9 -0.147 -1.671 -0.374
H10 2.006 -0.469 -0.724



two) # C5H10

A single C5H10 molecule (the ωB97M-V functional and the def2-TZVPD basis, the OMol25 dataset).

- HOMO (Ha) = -0.29539

CARTESIAN COORDINATES (ANGSTROEM)
C1 -0.412 -0.515 -0.646
C2 -1.696 -0.512 0.099
C3 -1.408 0.979 -0.053
H1 -1.692 -0.845 1.143
H2 2.279 -0.384 -1.264
H3 -0.535 0.949 -0.852
H4 0.597 -0.296 1.326
C4 2.073 -0.012 -0.256
H5 -1.070 1.479 0.857
H6 1.990 1.081 -0.316
H7 -2.583 -0.862 -0.432
H8 2.932 -0.244 0.385
H9 0.901 -1.721 0.347
H10 -2.158 1.530 -0.623
C5 0.782 -0.626 0.285



three) # C5H10

A single C5H10 molecule (the ωB97M-V functional and the def2-TZVPD basis, the OMol25 dataset).

- SMILES string = C/C=C/CC
- HOMO (Ha) = -0.32962

CARTESIAN COORDINATES (ANGSTROEM)
H1 -1.003 -0.080 -1.310
C1 -1.156 -0.115 -0.401
C2 -0.109 -0.413 0.382
H2 -2.899 1.097 -0.419
H3 3.073 0.332 -0.529
H4 1.399 -0.875 -1.152
C3 2.284 0.522 0.031
H5 -3.313 -0.501 -0.386
H6 -2.683 0.009 1.360
H7 1.874 1.268 -0.572
H8 2.271 0.845 1.206
H9 -0.041 -0.302 1.407
H10 1.614 -1.298 0.389
C4 -2.577 0.215 0.090
C5 1.266 -0.705 -0.096



Of them, the most stable is one) and the least stable is three).



one) # C5H10

A single C5H10 molecule (the ωB97M-V functional and the def2-TZVPD basis, the OMol25 dataset).

- SMILES string = CC1CCC1
- HOMO (Ha) = -0.38853

CARTESIAN COORDINATES (ANGSTROEM)
C1 -0.199 -1.107 -0.377
H1 -0.114 -1.672 1.755
H2 0.251 1.169 -1.903
H3 -1.525 0.405 0.441
H4 0.288 0.776 2.028
C2 -0.538 0.367 -0.034
H5 1.489 -1.739 0.996
H6 -1.418 1.646 -1.570
H7 -1.036 -1.786 -0.566
H8 0.504 -1.179 -1.216
H9 -0.091 2.392 -0.677
C3 -0.447 1.448 -1.106
H10 1.498 0.735 0.727
C4 0.545 0.316 1.068
C5 0.523 -1.226 0.985



two) # C5H10

A single C5H10 molecule (the ωB97M-V functional and the def2-TZVPD basis, the OMol25 dataset).

- SMILES string = C1CCCC1
- HOMO (Ha) = -0.40623

CARTESIAN COORDINATES (ANGSTROEM)
H1 -1.241 -0.518 1.566
H2 1.613 -0.480 0.894
H3 1.222 -1.283 -1.408
H4 0.512 0.269 -1.860
C1 -0.774 -0.891 -0.539
H5 0.234 1.356 1.798
C2 0.063 1.031 0.766
H6 -1.520 -0.849 -1.340
C3 -1.125 0.057 0.640
H7 -2.069 0.588 0.479
H8 -0.122 1.933 0.167
C4 0.618 -0.448 -1.036
C5 1.245 0.260 0.170
H9 2.087 0.906 -0.102
H10 -0.743 -1.931 -0.193



Of them, the most stable is two) and the least stable is one).



one) # C6H21NO3

4 unconnected molecules or ions with the total composition C6H21NO3 (the ωB97M-V functional and the def2-TZVPD basis, the OMol25 dataset).

- SMILES string = CCNCC(C)C.O.O.O
- HOMO (Ha) = -0.32513

CARTESIAN COORDINATES (ANGSTROEM)
C1 -0.717 1.759 -0.832
H1 2.960 -1.850 -0.452
C2 -2.137 1.284 -1.216
C3 0.042 0.333 2.497
C4 0.158 2.041 -2.040
H2 0.126 -0.134 -0.543
H3 -2.266 -2.754 -0.075
H4 -0.274 2.776 -2.715
H5 -2.632 0.932 -0.314
H6 -1.613 0.859 1.389
N1 -0.747 0.361 1.272
H7 -2.639 2.152 -1.614
H8 0.251 -2.916 -1.159
H9 0.991 1.086 0.364
H10 -2.159 0.476 -1.948
H11 0.271 1.131 -2.625
H12 1.071 -2.364 -2.289
H13 1.175 2.320 -1.759
H14 0.537 1.276 2.772
H15 -1.197 -1.763 0.215
H16 -0.628 0.297 3.359
O1 -1.302 -2.704 -0.018
C5 1.046 -0.791 2.450
O2 1.102 -2.476 -1.332
H17 2.338 -0.580 -0.508
H18 0.543 -1.757 2.379
O3 3.124 -0.965 -0.095
H19 1.660 -0.785 3.358
C6 -0.007 0.753 0.076
H20 -0.869 2.682 -0.268
H21 1.791 -0.677 1.672



two) # C6H21NO3

4 unconnected molecules or ions with the total composition C6H21NO3 (the ωB97M-V functional and the def2-TZVPD basis, the OMol25 dataset).

- SMILES string = CNCCC(C)C.O.O.O
- HOMO (Ha) = -0.31812

CARTESIAN COORDINATES (ANGSTROEM)
H1 -1.789 -2.352 1.847
H2 -0.161 -2.337 -2.672
H3 0.679 2.451 1.130
C1 -0.628 0.716 1.180
H4 1.847 -0.987 -0.174
C2 0.724 2.029 -1.490
H5 -0.263 1.687 -1.811
H6 1.348 2.047 -2.368
H7 0.627 3.053 -1.122
H8 0.574 -3.257 1.256
H9 2.424 1.353 -0.401
H10 1.594 -0.477 -1.858
C3 0.717 1.375 0.940
C4 -1.828 -1.265 1.851
H11 -1.274 0.706 0.299
C5 1.279 -0.344 -0.836
O1 0.272 -3.143 -2.377
H12 2.002 -3.659 0.739
H13 0.268 -0.753 -0.898
H14 0.165 -0.890 2.302
O2 1.147 -3.313 0.483
H15 -2.340 -0.871 2.741
H16 -1.831 3.347 -1.814
H17 -2.469 -0.966 1.030
H18 -1.204 1.326 1.899
O3 -2.340 3.345 -0.988
H19 1.386 1.053 1.742
H20 -0.020 -3.307 -1.475
N1 -0.535 -0.658 1.623
C6 1.358 1.120 -0.437
H21 -1.731 2.976 -0.343



Of them, the most stable is one) and the least stable is two).